Entry 1:
# C3H3N3O2

One molecule with the formula C3H3N3O2 (ωB97M-V/def2-TZVPD, the OMol25 dataset).

```
11
Properties=species:S:1:pos:R:3:forces:R:3
C -1.212 -0.151 0.085 -5.4 -0.2 -3.7
C 1.419 -0.085 -0.075 -4.9 0.9 0.3
C -0.047 0.688 0.083 1.0 8.2 1.2
H -3.309 -0.399 -0.729 3.6 1.8 2.2
H -0.947 -1.750 1.236 1.1 0.3 -4.2
H 1.318 -2.400 -0.120 -2.0 4.5 0.7
N -2.478 0.333 -0.278 3.1 -3.8 0.1
N -0.659 -1.493 0.049 -1.1 -0.2 4.8
N 0.789 -1.314 0.064 4.1 -5.5 -1.0
O 2.482 0.452 -0.221 -0.6 -1.6 0.2
O -0.181 1.942 0.246 1.2 -4.6 -0.7
```
Forces are in eV/Å.

HOMO ... -9.7 eV
Charge ... 0
SMILES string ... [H]/N=C1\NNC(=O)C1=O



Entry 2:
# C3H3N3S

One molecule with the formula C3H3N3S (ωB97M-V/def2-TZVPD, the OMol25 dataset).

```
10
Properties=species:S:1:pos:R:3:forces:R:3
C 0.830 -0.379 -0.040 -2.8 2.2 0.0
C -1.526 0.043 -0.106 0.6 0.8 -1.6
C 0.390 1.134 0.026 -3.9 -0.7 -0.9
H 2.709 -0.106 0.544 -2.5 -2.5 -2.1
H -0.929 -1.923 -0.223 2.0 2.7 -0.3
H 1.069 1.901 0.207 1.4 1.2 0.0
N 1.985 -0.887 0.057 1.2 2.1 1.9
N -0.501 -0.905 -0.337 -1.0 -2.1 1.2
N -0.898 1.457 -0.216 3.2 -4.3 2.0
S -3.129 -0.335 0.086 1.9 0.6 -0.1
```
Forces are in eV/Å.

HOMO ... -9.2 eV
Charge ... 0
SMILES string ... [H]/N=C1\C=NC(=S)N1



Entry 3:
# C3H3N3S

One molecule with the formula C3H3N3S (ωB97M-V/def2-TZVPD, the OMol25 dataset).

```
10
Properties=species:S:1:pos:R:3:forces:R:3
C 1.021 0.223 -0.025 -0.9 -1.6 0.1
C -1.213 -0.193 -0.023 -0.7 0.0 0.7
C -0.391 -1.403 -0.304 0.7 0.0 -0.1
H 1.990 1.785 0.213 0.3 -0.3 -0.1
H -0.448 1.663 0.540 -0.2 0.3 -0.1
H -0.855 -2.362 -0.431 0.0 -0.4 -0.2
N 2.122 0.792 -0.019 0.8 1.2 0.2
N -0.268 0.726 0.237 0.5 0.3 -0.3
N 0.880 -1.197 -0.300 -1.2 0.6 0.0
S -2.838 -0.033 0.111 0.6 -0.2 -0.2
```
Forces are in eV/Å.

HOMO ... -9.3 eV
Charge ... 0
SMILES string ... [H]/N=C1/N=CC(=S)N1



Entry 4:
# C3H3N3S

C3H3N3S as an isolated structure (ωB97M-V/def2-TZVPD, the OMol25 dataset).

```
10
Properties=species:S:1:pos:R:3:forces:R:3
C -0.064 0.832 0.107 2.2 -2.5 -3.0
C -0.331 -1.514 0.271 -1.0 -1.0 0.5
C 0.401 -0.071 -1.189 -1.6 -1.2 -0.2
H 1.047 2.585 -0.135 -4.2 -2.2 2.3
H -0.946 0.186 1.726 0.6 -2.5 -1.9
H 0.791 0.539 -2.026 -0.1 -1.1 0.1
N 0.094 2.021 0.532 3.7 1.3 -2.7
N -0.622 -0.214 0.760 -1.6 0.8 3.8
N 0.020 -1.388 -1.186 1.9 5.5 2.7
S -0.389 -2.976 1.139 0.1 2.8 -1.7
```
Forces are in eV/Å.

HOMO ... -9.2 eV
Charge ... 0



Entry 5:
# C3H3N4

An isolated ion of composition C3H3N4 and charge +1 (ωB97M-V/def2-TZVPD, the OMol25 dataset).

```
10
Properties=species:S:1:pos:R:3:forces:R:3
C -0.244 0.776 -0.503 -0.7 -0.7 0.5
C -0.369 -0.763 -0.362 -0.4 1.0 -1.2
C 1.508 -0.077 0.552 -6.6 1.0 1.1
N 3.728 0.062 -0.424 -2.3 0.1 1.3
N 0.809 1.157 0.093 0.6 0.9 -0.4
N 0.745 -1.202 0.073 -0.3 -1.8 0.2
N 2.737 0.042 0.072 6.6 -0.5 -2.8
H -0.945 1.480 -1.008 0.6 -0.6 0.6
H -1.295 -1.356 -0.685 1.8 0.6 0.6
H 1.400 -0.086 1.640 0.9 0.0 0.2
```
Forces are in eV/Å.

HOMO ... -16.0 eV
Charge ... +1
SMILES string ... N#[N+]C1N=CC=N1



Entry 6:
# C3H3N5

One molecule with the formula C3H3N5 (ωB97M-V/def2-TZVPD, the OMol25 dataset).

```
11
Properties=species:S:1:pos:R:3:forces:R:3
C -0.900 -0.290 -0.714 -1.6 -4.5 0.2
C 0.306 0.126 -1.344 0.3 -0.1 -1.7
C 1.432 0.379 -0.732 4.0 1.5 1.1
H -2.468 -0.813 -0.268 1.2 -3.2 -1.8
H 0.359 0.206 -2.408 -0.5 0.3 -0.6
H 2.388 0.902 -1.240 -2.5 -1.7 1.0
N -1.674 -1.363 -0.935 -0.5 6.3 2.5
N 1.760 -0.024 0.605 -2.9 0.5 2.0
N 0.867 -0.040 1.549 1.2 0.3 -3.7
N -0.460 0.671 1.325 0.6 0.1 1.3
N -1.251 0.529 0.406 0.6 0.5 -0.3
```
Forces are in eV/Å.

HOMO ... -9.6 eV
Charge ... 0
SMILES string ... [H]/N=c1/ccnnnn1



Entry 7:
# C3H3N5

One molecule with the formula C3H3N5 (ωB97M-V/def2-TZVPD, the OMol25 dataset).

```
11
Properties=species:S:1:pos:R:3:forces:R:3
C -0.500 -0.977 0.058 2.5 -2.9 -1.5
C -0.026 -0.702 -1.379 -1.4 0.7 -0.4
C 0.639 1.255 0.882 1.2 0.2 -2.3
H -0.272 -2.454 1.753 -0.3 2.1 -4.7
H -0.371 -1.055 -2.406 0.3 -0.3 1.8
H 1.281 1.637 1.629 0.5 0.7 0.7
N -0.215 -2.140 0.536 -0.3 -0.2 3.9
N 0.658 0.360 -1.501 1.3 2.6 2.2
N 1.195 1.049 -0.281 0.0 -1.8 -0.5
N -0.722 1.197 1.091 -0.4 -3.4 -2.9
N -1.105 0.165 0.392 -3.3 2.4 3.7
```
Forces are in eV/Å.

HOMO ... -10.0 eV
Charge ... 0
SMILES string ... [H]/N=c1/cnncnn1



Entry 8:
# C3H3N5

One molecule with the formula C3H3N5 (ωB97M-V/def2-TZVPD, the OMol25 dataset).

```
11
Properties=species:S:1:pos:R:3:forces:R:3
C -0.431 -0.812 -0.753 -3.8 -0.3 3.4
C -0.253 -0.111 1.530 0.8 0.8 2.7
C 0.508 1.485 0.109 1.4 1.6 -0.6
H -1.492 -0.783 -2.351 0.1 0.3 -0.7
H -0.349 -0.316 2.678 0.3 0.3 -2.3
H 0.445 2.545 -0.036 1.1 0.6 -1.7
N -1.584 -0.897 -1.357 3.7 0.0 1.5
N -0.396 -1.101 0.744 -1.4 0.5 -1.7
N 0.040 1.300 1.249 -2.9 -4.3 1.9
N 1.372 0.570 -0.549 -1.3 -0.7 -1.1
N 0.919 -0.560 -0.888 2.0 1.3 -1.5
```
Forces are in eV/Å.

HOMO ... -9.8 eV
Charge ... 0
SMILES string ... [H]/N=c1/ncncnn1



Entry 9:
# C3H3N5O

C3H3N5O as an isolated structure (ωB97M-V/def2-TZVPD, the OMol25 dataset).

```
12
Properties=species:S:1:pos:R:3:forces:R:3
C -0.185 1.336 0.072 -0.5 -0.6 2.8
C 1.210 0.496 0.217 -0.8 1.2 -0.9
C -0.690 -0.077 -0.091 -4.9 0.6 0.0
H 0.170 3.177 -0.139 -1.1 -1.8 -3.6
H 0.793 2.233 -1.784 -4.0 0.6 3.7
H -0.682 1.709 1.176 1.7 -0.8 -3.1
N -0.224 2.388 -0.915 4.9 1.9 0.6
N 0.392 -0.728 0.058 0.5 -3.9 0.1
N -0.043 -2.098 0.236 0.9 -0.9 2.3
N -1.352 -2.075 0.418 3.9 1.9 -2.9
N -1.772 -0.854 0.065 -1.2 2.1 0.6
O 2.338 0.740 0.066 0.7 -0.3 0.5
```
Forces are in eV/Å.

HOMO ... -10.6 eV
Charge ... 0



Entry 10:
# C3H3N5O

A 3-piece molecular cluster, C3H3N5O overall (ωB97M-V/def2-TZVPD, the OMol25 dataset).

```
12
Properties=species:S:1:pos:R:3:forces:R:3
C 1.063 1.732 -0.347 4.5 3.1 0.1
C -0.287 0.010 0.165 1.2 2.0 1.9
C -1.668 -1.855 0.584 4.3 0.8 -1.2
H 2.749 2.674 1.401 -2.5 -0.7 -4.1
H 0.678 1.665 -1.826 1.1 0.2 5.0
H -2.191 -2.455 1.269 -1.1 0.1 1.1
N 2.091 2.601 -0.104 -2.2 -2.8 1.4
N 0.452 0.991 0.766 -3.4 -2.8 -5.1
N 0.050 -0.604 -1.179 -4.4 -3.0 2.5
N -0.511 -1.812 -1.315 3.9 3.4 -0.6
N -0.868 -2.579 -0.243 -4.1 3.8 1.9
O -1.557 -0.367 0.829 2.7 -4.1 -2.9
```
Forces are in eV/Å.

HOMO ... -9.7 eV
Charge ... 0



Entry 11:
# C3H3N5O

One molecule with the formula C3H3N5O (ωB97M-V/def2-TZVPD, the OMol25 dataset).

```
12
Properties=species:S:1:pos:R:3:forces:R:3
C -0.941 0.551 -0.116 -0.6 -0.1 0.0
C 0.039 1.489 -0.002 0.1 -0.5 0.1
C -0.521 -0.865 0.145 -0.4 0.1 -0.2
H -2.646 1.689 -0.369 0.3 -0.5 0.0
H -2.902 0.031 -0.023 0.2 0.1 -0.1
H -0.169 2.550 -0.023 -0.1 0.0 -0.1
N -2.272 0.742 -0.379 0.2 0.3 0.3
N 1.293 1.216 0.528 0.1 0.0 0.0
N 2.050 0.228 0.363 -0.2 0.2 0.2
N 1.718 -0.703 -0.626 -0.3 0.0 -0.2
N 0.577 -1.167 -0.699 0.2 -0.1 0.2
O -1.163 -1.692 0.743 0.4 0.5 -0.2
```
Forces are in eV/Å.

HOMO ... -9.2 eV
Charge ... 0
SMILES string ... Nc1cnnnnc1=O



Entry 12:
# C3H3N5S

One molecule with the formula C3H3N5S (ωB97M-V/def2-TZVPD, the OMol25 dataset).

```
12
Properties=species:S:1:pos:R:3:forces:R:3
C -1.708 1.605 0.832 2.1 -3.1 -2.2
C -2.400 -0.565 0.128 3.4 1.9 0.0
C 0.062 0.102 -0.137 3.2 -2.0 0.4
N -2.227 2.441 1.378 -1.5 2.8 1.8
N -2.111 -1.814 -0.134 1.2 1.3 -0.1
N -3.164 -2.586 -0.039 -0.9 -0.5 0.0
N -4.242 -1.995 0.282 -0.7 -0.3 0.1
N -1.271 0.523 0.152 -4.0 -2.0 0.5
S -4.024 -0.362 0.508 0.1 0.3 0.0
H -0.030 -1.050 -0.269 0.4 2.1 -0.2
H 0.547 0.590 -1.034 -1.0 -0.5 0.7
H 0.899 0.206 0.696 -2.2 0.1 -1.1
```
Forces are in eV/Å.

HOMO ... -10.2 eV
Charge ... 0
SMILES string ... CN(C#N)c1nnns1



Entry 13:
# C3H3NO

One molecule with the formula C3H3NO (ωB97M-V/def2-TZVPD, the OMol25 dataset).

```
8
Properties=species:S:1:pos:R:3:forces:R:3
C 0.416 -0.317 -1.027 -0.2 0.3 0.3
C -0.141 0.031 0.386 -0.1 -1.5 1.1
O -0.216 -0.917 1.137 0.4 -1.4 -0.4
C -0.659 1.083 1.312 -0.3 1.7 -0.1
N -1.095 1.569 2.275 0.6 -0.2 -1.6
H 0.576 -1.403 -0.916 -0.1 0.5 -0.1
H -0.265 -0.173 -1.874 -0.1 0.3 0.4
H 1.382 0.127 -1.292 -0.3 0.3 0.3
```
Forces are in eV/Å.

HOMO ... -10.7 eV
Charge ... 0
SMILES string ... CC(=O)C#N



Entry 14:
# C3H3NO

One molecule with the formula C3H3NO (ωB97M-V/def2-TZVPD, the OMol25 dataset).

```
8
Properties=species:S:1:pos:R:3:forces:R:3
N -2.100 -1.877 0.476 1.1 1.3 -0.4
C -1.381 -1.006 0.194 -0.5 -0.4 0.9
C -0.483 0.052 -0.267 0.4 0.5 0.0
C 1.136 0.589 0.118 -0.5 0.0 0.3
O 0.738 -0.451 -0.663 0.2 -0.7 -0.3
H -0.967 0.912 -0.697 0.1 -0.3 -1.0
H 1.960 1.166 -0.352 -1.3 0.5 0.1
H 1.097 0.616 1.191 0.6 -1.0 0.4
```
Forces are in eV/Å.

HOMO ... -9.8 eV
Charge ... 0
SMILES string ... N#C[C@H]1CO1



Entry 15:
# C3H3NO

A 2-piece molecular cluster, C3H3NO overall (ωB97M-V/def2-TZVPD, the OMol25 dataset).

```
8
Properties=species:S:1:pos:R:3:forces:R:3
C -0.702 1.080 1.366 1.5 1.2 -0.6
C 1.538 -0.684 -0.975 -1.0 1.1 -1.5
C 1.528 -0.493 0.215 0.8 -1.1 -3.0
N -0.853 1.048 2.576 -1.6 0.3 0.4
O -0.235 1.165 0.275 -2.2 0.0 2.1
H 1.250 -0.501 -2.025 0.6 -0.5 1.2
H -1.634 1.397 3.206 1.5 -0.8 -1.7
H 1.807 -0.789 1.133 0.4 -0.2 3.1
```
Forces are in eV/Å.

HOMO ... -10.0 eV
Charge ... 0
SMILES string ... N=C=O.C#C



Entry 16:
# C3H3NO

C3H3NO as an isolated structure (ωB97M-V/def2-TZVPD, the OMol25 dataset).

```
8
Properties=species:S:1:pos:R:3:forces:R:3
N -0.415 -0.213 1.186 -0.3 1.1 -1.6
O 0.739 -0.789 -0.708 -0.9 0.4 0.6
C 0.214 -1.076 0.508 0.8 -1.5 0.6
C -0.421 0.791 0.226 -0.8 1.0 1.3
C 0.246 0.490 -0.866 0.5 1.0 -1.2
H 0.196 -2.013 0.928 1.1 -2.5 0.0
H -1.001 1.625 0.425 -0.7 1.8 0.1
H 0.441 1.185 -1.698 0.2 -1.2 0.2
```
Forces are in eV/Å.

HOMO ... -9.7 eV
Charge ... 0



Entry 17:
# C3H3NO

One molecule with the formula C3H3NO (ωB97M-V/def2-TZVPD, the OMol25 dataset).

```
8
Properties=species:S:1:pos:R:3:forces:R:3
O -2.194 0.540 0.431 -0.6 -0.1 1.0
C -1.297 0.209 -0.217 0.5 -0.8 -1.4
C -0.008 -0.651 -0.009 -0.9 0.5 0.2
C 0.957 0.545 0.000 -2.0 0.2 -0.3
N 2.155 0.424 0.093 1.4 0.3 0.3
H 0.305 1.478 -0.258 1.4 -0.5 0.3
H 0.206 -1.233 -0.905 -0.2 0.0 0.1
H -0.124 -1.312 0.866 0.4 0.4 -0.1
```
Forces are in eV/Å.

HOMO (alpha / beta) ... -9.9 / -8.2 eV
Charge ... 0



Entry 18:
# C3H3NO

One molecule with the formula C3H3NO (ωB97M-V/def2-TZVPD, the OMol25 dataset).

```
8
Properties=species:S:1:pos:R:3:forces:R:3
C 0.187 -0.744 0.160 -4.3 1.7 1.4
C -2.158 0.173 0.256 0.4 0.2 0.0
C 1.365 -0.014 -0.137 -1.7 -2.1 -2.6
N -1.056 0.365 0.715 3.8 -2.0 -0.9
O -3.226 0.126 -0.177 -1.2 -0.3 -0.4
H 2.053 -0.602 0.365 2.2 -1.8 0.1
H 1.576 0.931 0.117 0.0 3.9 0.6
H 1.259 -0.235 -1.300 0.9 0.3 1.9
```
Forces are in eV/Å.

HOMO ... -9.6 eV
Charge ... 0



Entry 19:
# C3H3NO

One molecule with the formula C3H3NO (ωB97M-V/def2-TZVPD, the OMol25 dataset).

```
8
Properties=species:S:1:pos:R:3:forces:R:3
C 1.010 0.327 0.273 -4.1 -2.3 -2.4
C 0.003 -0.306 0.903 -1.1 0.4 1.1
C -0.692 -0.047 -1.090 -1.2 3.0 -0.2
H 1.958 0.421 0.676 1.7 0.6 0.1
H 0.036 -0.639 1.924 -0.7 -0.2 0.1
H -1.679 0.239 -1.737 3.3 -1.0 0.8
N 0.557 0.449 -1.083 -2.2 -0.6 0.1
O -1.194 -0.443 0.133 4.3 0.1 0.4
```
Forces are in eV/Å.

HOMO ... -9.7 eV
Charge ... 0
SMILES string ... c1cocn1



Entry 20:
# C3H3NO

One molecule with the formula C3H3NO (ωB97M-V/def2-TZVPD, the OMol25 dataset).

```
8
Properties=species:S:1:pos:R:3:forces:R:3
O 0.822 1.054 0.672 -2.6 0.5 -2.2
C -0.828 0.710 -0.249 0.6 0.0 1.8
C -0.735 -0.637 -0.106 0.1 0.2 0.2
N 0.506 -1.111 0.133 0.6 -0.5 -0.8
C 1.276 -0.047 0.250 -0.2 -0.5 -0.3
H -1.648 1.367 -0.018 0.2 0.3 0.3
H -1.540 -1.356 -0.285 0.1 0.4 -0.1
H 2.147 0.021 -0.396 1.1 -0.6 1.0
```
Forces are in eV/Å.

HOMO ... -9.3 eV
Charge ... 0



Number 1: F_max 0.162 Eh/bohr. Number 2: F_max 0.110 Eh/bohr. Number 3: F_max 0.036 Eh/bohr. Number 4: F_max 0.125 Eh/bohr. Number 5: F_max 0.139 Eh/bohr. Number 6: F_max 0.133 Eh/bohr. Number 7: F_max 0.107 Eh/bohr. Number 8: F_max 0.107 Eh/bohr. Number 9: F_max 0.105 Eh/bohr. Number 10: F_max 0.131 Eh/bohr. Number 11: F_max 0.013 Eh/bohr. Number 12: F_max 0.088 Eh/bohr. Number 13: F_max 0.037 Eh/bohr. Number 14: F_max 0.034 Eh/bohr. Number 15: F_max 0.064 Eh/bohr. Number 16: F_max 0.054 Eh/bohr. Number 17: F_max 0.040 Eh/bohr. Number 18: F_max 0.094 Eh/bohr. Number 19: F_max 0.103 Eh/bohr. Number 20: F_max 0.067 Eh/bohr.